[1]
Density functional theory data (ωB97M-V/def2-TZVPD) for a 2-piece molecular cluster, C14H16 overall.

SMILES ... Cc1ccccc1.Cc1ccccc1
Orbital gap ... 0.36368 Eh
Relative energy (zero: lowest compared OMol25 entry of this formula, charge and spin) ... 0.977 eV

Element x y z (Å)
C: 1.89362 -1.41878 -1.83369
C: 0.58863 -0.30393 -3.66641
C: 0.91818 -0.38594 -2.30703
C: -0.47884 0.45917 -4.11193
C: -1.19126 1.24241 -3.20352
C: 0.10246 0.29239 -1.41719
C: -0.86552 1.19517 -1.86045
H: 1.38259 -0.57078 -4.35845
H: -0.73233 0.51157 -5.16131
H: 1.86019 -2.33714 -2.41863
H: 1.73510 -1.67222 -0.78824
H: -1.96230 1.89180 -3.60024
H: 0.13998 0.26241 -0.33607
H: -1.52567 1.76803 -1.22022
H: 2.94803 -1.12908 -1.88509
C: -2.18054 -0.59883 1.49282
C: 1.09309 -0.77695 3.46550
C: -0.08121 -1.15848 2.80290
C: 1.39605 0.57436 3.59384
C: -0.89135 -0.24589 2.15661
C: 0.61418 1.51421 2.92266
C: -0.51972 1.10594 2.24800
H: 1.96740 -1.39905 3.61609
H: -0.36719 -2.18611 2.98762
H: 2.25860 0.96295 4.13429
H: 0.79815 2.57577 2.98698
H: -2.26819 -0.30183 0.44898
H: -3.02338 -0.06609 1.96965
H: -1.11691 1.82565 1.68877
H: -2.49182 -1.63074 1.65375

Atoms 1-6, force components in eV/Å:
0.970 -0.124 0.230
0.982 1.104 -0.018
-1.056 -0.795 0.038
0.151 0.342 0.307
0.211 -0.264 -0.645
-0.589 1.223 0.552



[2]
Density functional theory data (ωB97M-V/def2-TZVPD) for a 2-piece molecular cluster, C14H16 overall.

SMILES ... Cc1ccccc1.Cc1ccccc1
Orbital gap ... 0.36039 Eh
Relative energy (zero: lowest compared OMol25 entry of this formula, charge and spin) ... 0.877 eV

Element x y z (Å)
C: 2.62863 1.98316 -2.26141
C: 3.04876 -0.93155 0.08671
C: 2.12535 -0.68112 1.11766
C: 3.12626 -0.14313 -1.03884
C: 2.41393 1.06814 -1.09851
C: 1.31642 0.42355 0.98297
C: 1.52631 1.31764 -0.07026
H: 3.69152 -1.78518 0.24976
H: 2.12316 -1.46753 1.86090
H: 3.95060 -0.30380 -1.72424
H: 0.44358 0.61704 1.59120
H: 1.83447 1.95866 -3.00342
H: 3.56079 1.76610 -2.74605
H: 0.93346 2.22737 -0.04632
H: 2.72217 3.01267 -1.90412
C: -2.59682 -2.01485 -1.09560
C: -2.77145 1.14832 0.92572
C: -2.10006 0.77839 2.08106
C: -2.89861 0.27730 -0.14493
C: -2.36275 -1.00961 -0.02291
C: -1.50079 -0.46944 2.16760
C: -1.79495 -1.40819 1.17741
H: -3.37126 2.04461 0.83892
H: -1.81805 1.56309 2.77608
H: -3.57532 0.48289 -0.96406
H: -0.95819 -0.81672 3.03560
H: -3.19942 -1.78412 -1.97493
H: -3.18731 -2.82471 -0.63619
H: -1.57475 -2.46033 1.31996
H: -1.73571 -2.56863 -1.47974

Atoms 1-6, force components in eV/Å:
-0.103 0.794 0.482
-0.415 -0.253 0.748
0.693 -0.605 -1.268
0.804 0.892 0.582
0.126 -0.994 -0.132
-0.270 0.279 -0.121



[3]
Density functional theory data (ωB97M-V/def2-TZVPD) for a 2-piece molecular cluster, C14H16 overall.

SMILES ... Cc1ccccc1.Cc1ccccc1
Orbital gap ... 0.35770 Eh
Relative energy (zero: lowest compared OMol25 entry of this formula, charge and spin) ... 0.649 eV

Element x y z (Å)
C: -1.20017 -1.84055 -2.86611
C: -2.63728 -0.08556 -1.81791
C: -1.34768 -0.47608 -2.24269
C: -2.84079 1.20821 -1.40186
C: -0.30440 0.40491 -2.10371
C: -1.76586 2.13362 -1.36921
C: -0.48447 1.68030 -1.51556
H: -3.46314 -0.78383 -1.80549
H: -3.80482 1.48331 -0.99418
H: -1.67464 -2.64045 -2.30618
H: -0.13420 -2.08016 -2.92789
H: 0.67676 0.12692 -2.47278
H: -2.02700 3.14235 -1.07398
H: 0.39088 2.27273 -1.31708
H: -1.56578 -1.76700 -3.89220
C: 3.27267 -1.65607 0.98212
C: 0.16376 0.67010 2.79830
C: 1.33401 1.27667 2.34866
C: -0.03437 -0.68958 2.56784
C: 2.24360 0.52905 1.60377
C: 0.93149 -1.45045 1.94745
C: 2.11672 -0.85912 1.52190
H: -0.62631 1.22606 3.27440
H: 1.35075 2.35615 2.43106
H: -0.96316 -1.15916 2.86335
H: 3.02002 1.13575 1.15206
H: 0.74159 -2.48145 1.67448
H: 3.59424 -1.40836 -0.02646
H: 2.97405 -2.71166 1.04682
H: 4.13137 -1.63872 1.65453

Atoms 1-6, force components in eV/Å:
1.056 0.575 -0.251
0.636 0.304 0.111
-1.182 -0.465 0.090
0.523 0.267 -0.010
0.296 0.423 0.506
-1.277 -0.334 1.184



[4]
Density functional theory data (ωB97M-V/def2-TZVPD) for a 2-piece molecular cluster, C14H16 overall.

SMILES ... Cc1ccccc1.Cc1ccccc1
Orbital gap ... 0.36237 Eh
Relative energy (zero: lowest compared OMol25 entry of this formula, charge and spin) ... 0.380 eV

Element x y z (Å)
C: -1.33173 4.80184 -1.07522
C: -0.32173 0.87729 0.35115
C: -0.92929 1.78307 1.20806
C: -0.15967 1.20460 -0.98643
C: -1.29482 3.05063 0.74969
C: -0.52491 2.46095 -1.44497
C: -1.02199 3.41705 -0.55793
H: -0.13111 -0.09994 0.77289
H: -1.10348 1.54784 2.24731
H: 0.24644 0.46330 -1.66371
H: -1.82976 3.70216 1.43157
H: -0.55751 2.68709 -2.50048
H: -2.28385 4.82599 -1.59287
H: -0.57357 5.07215 -1.81834
H: -1.19909 5.58446 -0.33221
C: 0.21603 -2.70206 -1.77003
C: 0.67453 -2.67080 -0.33723
C: -0.26198 -2.51957 0.69336
C: 1.97383 -3.00115 0.00725
C: 0.18109 -2.51391 2.00270
C: 2.39318 -3.13407 1.32991
C: 1.50020 -2.80730 2.33645
H: 0.57248 -1.85614 -2.35366
H: -0.87266 -2.64021 -1.82243
H: -1.31688 -2.39393 0.48509
H: 2.69260 -3.20073 -0.78021
H: -0.46773 -2.21830 2.81273
H: 3.42842 -3.37936 1.52306
H: 1.80730 -2.71765 3.36822
H: 0.49565 -3.62331 -2.28373

Atoms 1-6, force components in eV/Å:
0.954 -0.096 -0.460
-0.566 0.030 0.686
0.022 0.661 -0.312
0.081 -0.203 -0.100
0.232 -0.524 0.308
-0.254 -0.137 0.431



[5]
Density functional theory data (ωB97M-V/def2-TZVPD) for a 2-piece molecular cluster, C14H16 overall.

SMILES ... Cc1ccccc1.Cc1ccccc1
Orbital gap ... 0.35453 Eh
Relative energy (zero: lowest compared OMol25 entry of this formula, charge and spin) ... 2.852 eV

Element x y z (Å)
C: 1.38998 -1.71530 -4.62135
C: -0.46360 -0.75580 -1.67822
C: 0.31293 -0.51904 -2.73066
C: -1.54431 -1.62567 -1.56829
C: 0.21726 -1.57129 -3.62527
C: -1.80580 -2.48907 -2.57901
C: -0.73669 -2.52871 -3.55530
H: -0.34224 -0.07723 -0.83698
H: 1.23393 0.09119 -2.76425
H: -2.17518 -1.58989 -0.71051
H: -2.54490 -3.20965 -2.80181
H: 1.28714 -2.52672 -5.24591
H: 2.18388 -1.98044 -3.95411
H: -0.83874 -3.30442 -4.28350
H: 1.72427 -0.76953 -5.27738
C: 2.25130 3.00935 3.09450
C: -0.59739 0.87046 1.74476
C: -1.30614 0.48801 2.97286
C: 0.68813 1.50730 1.69621
C: 1.00164 2.21772 2.86095
C: -0.70189 0.98093 4.12823
C: 0.33898 1.93216 4.10443
H: -0.86902 0.24035 0.91880
H: -2.21152 -0.07226 2.95428
H: 1.16851 1.62638 0.76033
H: -1.32679 0.84572 4.97893
H: 2.61903 3.70286 2.42324
H: 2.98044 2.16312 3.27586
H: 0.54622 2.43947 5.06824
H: 2.29867 3.61472 4.03161

Atoms 1-6, force components in eV/Å:
0.043 3.057 0.465
-1.333 2.566 3.470
1.646 -1.539 -0.873
-0.678 -0.137 0.081
2.085 0.265 -3.006
3.423 -0.018 -2.211



[6]
Density functional theory data (ωB97M-V/def2-TZVPD) for C14H16BrI2NNiO3S3 as an isolated structure.

Orbital gap (alpha / beta) ... 0.26285 / 0.26257 Eh
Multiplicity ... 3
Relative energy (zero: lowest compared OMol25 entry of this formula, charge and spin) ... 0.374 eV
<S²> ... 2.01

Element x y z (Å)
Ni: -0.23394 0.55539 0.33221
C: 1.83102 2.81818 -0.15688
C: 0.56000 3.62451 -0.06947
S: -0.84650 2.63410 0.61984
C: -2.07052 2.83200 -0.78957
C: -1.69769 2.21443 -2.08710
S: -1.00273 0.56479 -1.82130
C: 0.48401 0.50514 -2.89368
C: 1.56360 1.37098 -2.32330
S: 1.66867 1.08664 -0.56144
H: 2.42353 2.82048 0.74805
H: 2.44106 3.28373 -0.92476
H: 0.24810 4.01077 -1.07320
H: 0.58734 4.47633 0.70937
H: -2.22447 3.92497 -0.79641
H: -3.00228 2.34460 -0.43046
H: -0.97727 2.89708 -2.62637
H: -2.56688 2.01973 -2.77062
H: 0.20094 0.80462 -3.95546
H: 0.78839 -0.55763 -2.95035
H: 1.31166 2.45071 -2.58472
H: 2.55479 1.17825 -2.76285
I: -5.15026 -0.67256 0.00922
I: -6.58192 -1.30171 -2.16270
Br: 3.19261 -5.85327 2.66525
C: 2.00351 -4.63619 1.85832
C: 0.69554 -4.97906 1.70136
C: -0.24102 -3.98108 1.50468
C: 0.10684 -2.64687 1.64861
C: 1.48510 -2.27476 1.86291
C: 2.40636 -3.29631 1.79481
C: 1.89071 -0.83677 2.00530
O: 3.04875 -0.55071 2.44038
O: 1.03476 0.10564 1.82731
H: 0.46113 -6.03721 1.71286
H: -1.24981 -4.29227 1.24313
H: -0.69264 -1.89885 1.69244
H: 3.49045 -3.06392 1.75288
O: -3.31272 -1.24041 2.64230
C: -2.65629 -0.53584 1.87449
N: -1.97193 0.13236 1.09492

Atoms 1-6, force components in eV/Å:
-0.381 -1.458 1.164
0.776 0.560 0.623
-1.479 1.128 1.054
-0.595 1.483 -0.929
-0.925 0.239 2.028
0.755 0.502 -1.897



[7]
Density functional theory data (ωB97M-V/def2-TZVPD) for C14H16Cl31IO3 as an isolated structure.

Orbital gap ... 0.31807 Eh

Element x y z (Å)
C: 2.53373 5.72697 -0.57419
C: 2.71476 4.13456 -0.50864
I: 4.46377 3.59513 -1.74835
C: 1.46270 3.29066 -1.07695
O: 0.49430 2.88541 -0.06362
C: -0.22812 3.98649 0.46894
O: 0.28663 4.61677 1.43379
O: -1.52981 4.40298 0.02988
Cl: -1.52152 4.85500 -1.59455
H: 2.76157 6.14733 -1.61421
H: 1.50137 6.10855 -0.27411
H: 3.33152 6.17549 0.13260
H: 2.98114 3.79010 0.54776
H: 1.91138 2.31434 -1.49415
H: 0.97737 3.79979 -1.99612
C: 0.03292 0.32718 2.10399
Cl: 0.38487 0.36870 3.83720
Cl: 0.84611 -1.04582 1.33764
Cl: -1.71171 0.24838 1.82280
H: 0.41001 1.24451 1.65548
C: -4.19966 -2.90354 1.59678
Cl: -4.64294 -3.40557 3.23390
Cl: -4.31165 -4.26939 0.47907
Cl: -5.22709 -1.56140 1.05595
H: -3.16733 -2.55756 1.61205
C: -2.18371 -7.58762 1.53041
Cl: -2.91058 -6.52722 2.74524
Cl: -1.50838 -6.63708 0.19958
Cl: -0.93517 -8.60773 2.26180
H: -2.96235 -8.23376 1.12929
C: -5.39513 -2.37509 -3.36514
Cl: -7.02825 -2.64372 -3.99201
Cl: -5.44571 -1.99477 -1.63681
Cl: -4.37489 -3.79113 -3.65961
H: -4.96210 -1.52583 -3.89073
C: 9.04109 3.15807 -0.97929
Cl: 8.68042 3.16044 -2.71165
Cl: 9.22541 4.81313 -0.38072
Cl: 7.77460 2.30998 -0.08206
H: 9.98150 2.63184 -0.82560
C: -8.31197 0.51526 -0.26853
Cl: -8.66618 0.51381 -2.00212
Cl: -8.12095 2.17100 0.32586
Cl: -9.58478 -0.32496 0.62789
H: -7.37471 -0.01547 -0.11066
C: 0.44216 0.36047 -3.99869
Cl: 1.41276 1.29366 -5.14654
Cl: 0.13326 1.30578 -2.53481
Cl: -1.07979 -0.15141 -4.74309
H: 1.00315 -0.52954 -3.71952
C: 12.86630 5.16746 0.57455
Cl: 12.56380 3.42552 0.49796
Cl: 13.85887 5.56454 1.98412
Cl: 13.64331 5.72953 -0.91207
H: 11.90948 5.67658 0.67463
C: -9.22421 -3.24508 3.53126
Cl: -7.89437 -2.27749 2.88064
Cl: -8.67377 -4.21437 4.90590
Cl: -10.57634 -2.20598 4.00478
H: -9.56900 -3.92155 2.75141
C: 2.65652 -6.72494 0.82546
Cl: 3.81717 -7.66012 -0.12810
Cl: 3.45313 -5.97993 2.21857
Cl: 1.87658 -5.49342 -0.17712
H: 1.88849 -7.40390 1.19252

Atoms 1-6, force components in eV/Å:
0.942 0.224 0.188
-1.218 0.598 0.269
-0.731 0.213 0.514
2.522 -0.099 -1.346
-1.958 2.298 -0.497
2.721 2.327 3.763



[8]
Density functional theory data (ωB97M-V/def2-TZVPD) for C14H16F3N4PdS2 as an isolated structure.

Orbital gap ... 0.30883 Eh
Charge ... +1
Relative energy (zero: lowest compared OMol25 entry of this formula, charge and spin) ... 0.091 eV

Element x y z (Å)
Pd: 2.70993 -0.06066 -0.93602
N: 1.35424 2.15347 -1.12532
N: 1.58238 2.87116 0.04383
C: 2.30045 2.40787 1.08355
N: 2.39415 3.24652 2.12440
S: 3.03522 0.89416 1.22973
H: 1.75125 2.64666 -1.91839
H: 0.35615 2.00437 -1.25378
H: 1.25277 3.82558 0.07896
H: 1.99617 4.17081 2.11181
H: 2.98571 2.99489 2.89799
N: 1.13219 -1.58341 -0.72128
S: 0.16087 -1.41426 0.53861
C: -1.07581 -2.69558 0.38733
C: -2.31169 -2.54246 1.00241
C: -3.23003 -3.57537 0.92673
C: -2.91194 -4.74514 0.24797
C: -1.67036 -4.88852 -0.35110
C: -0.73766 -3.86337 -0.27902
C: -0.85460 0.04763 0.29875
C: -0.82936 1.00458 1.30001
C: -1.50795 2.20373 1.11120
C: -2.18091 2.43779 -0.07854
C: -2.19994 1.46863 -1.08025
C: -1.54291 0.26503 -0.88965
H: 0.59338 -1.76057 -1.56872
H: -2.56277 -1.62798 1.52415
H: -4.19801 -3.46529 1.39562
H: -3.63457 -5.54706 0.19002
H: -1.41981 -5.80139 -0.87342
H: 0.24152 -3.97290 -0.72511
H: -0.28394 0.81110 2.21581
H: -1.51552 2.94801 1.89678
H: -2.71183 3.36915 -0.22473
H: -2.74288 1.65036 -1.99787
H: -1.56963 -0.50224 -1.65429
F: 4.23465 2.32273 -1.33398
C: 4.18819 0.99496 -1.52369
F: 5.37804 0.49138 -1.18503
F: 4.04485 0.81564 -2.88549

Atoms 1-6, force components in eV/Å:
-0.339 -0.223 0.390
-0.120 0.005 -0.092
0.198 -0.024 -0.016
-0.144 0.178 -0.058
0.009 -0.021 0.002
-0.110 -0.325 -0.211



Computed values of max |F| (unit: eV/A) for the preceding records, in sequence: 1.810 2.164 1.773 1.184 4.826 4.723 5.596 0.809.